Record 1
Entry from the OMol25 dataset: a molecular structure, C51H34F6LaN5O6PS4Se2 at a distorted geometry (ωB97M-V with the def2-TZVPD basis set).

Structure (XYZ):
```
110
Properties=species:S:1:pos:R:3:forces:R:3
La 0.243 0.585 0.002 0.27 -3.36 1.63
Se 1.142 -2.749 1.556 0.32 -0.29 0.56
Se 0.281 -3.557 -0.403 -0.24 -0.62 -0.58
S 7.301 -1.980 1.019 -0.44 0.03 -0.41
S -1.450 3.527 6.711 -0.29 -0.19 -0.54
S 1.411 3.902 0.063 0.04 1.17 0.74
S 1.755 2.634 -2.312 2.49 0.48 -0.87
P -1.959 -0.715 -1.723 -0.81 -0.75 -1.33
F 4.408 3.324 -2.162 -0.47 0.14 -0.15
F -0.097 5.429 1.588 0.39 0.02 -0.20
F -1.078 5.112 -0.281 0.39 -0.07 -0.28
F -0.945 3.515 1.192 0.04 0.39 -0.02
F 4.075 1.256 -2.655 -0.44 0.15 -0.31
F 3.646 1.950 -0.672 0.22 0.29 -0.14
O 1.262 1.375 -1.771 0.94 0.50 -1.76
O 1.589 2.769 -3.711 -0.27 0.35 -0.32
O 1.414 2.559 0.615 0.24 0.35 0.35
O 2.308 4.811 0.682 0.15 0.21 -0.14
O -0.806 2.740 -1.200 -0.77 -0.73 -0.01
O -1.880 1.286 0.077 -1.84 0.79 1.06
N 1.407 -1.490 -1.998 0.05 0.20 0.11
N 2.467 -0.091 1.149 0.93 0.31 0.40
N -1.199 -1.262 1.643 -0.21 0.04 0.11
N 1.538 3.940 -1.502 -0.32 -0.22 -0.02
N 0.346 0.977 2.572 0.28 0.25 0.55
C -1.577 2.909 5.086 -0.72 0.50 0.52
C 3.592 2.304 -1.974 0.29 -0.33 0.43
C 3.939 0.259 3.031 -0.54 -0.04 -0.26
C -3.018 4.197 6.623 0.11 -0.07 -0.10
C -0.291 4.545 0.612 -0.54 0.12 0.78
C -0.632 1.573 3.217 0.02 0.04 0.20
C -0.526 -2.179 2.324 0.16 -0.18 -0.25
C 5.745 -1.618 0.327 0.73 -0.46 -0.40
C -2.941 -1.467 3.266 0.06 -0.14 0.12
C 3.106 1.349 5.020 0.34 -0.08 -0.09
C 4.975 -0.370 2.337 -0.28 -0.17 -0.57
C 4.124 0.764 4.352 -0.17 0.20 0.24
C 1.983 -1.051 -3.121 0.20 -0.02 -0.15
C -1.262 -2.772 -5.270 0.00 -0.02 -0.16
C -2.792 3.245 4.538 0.59 -0.20 0.09
C -4.775 2.630 -3.231 0.08 0.06 0.05
C 1.809 1.459 4.434 -0.14 -0.29 -0.57
C 1.575 0.939 3.137 0.05 0.24 0.59
C 5.637 -2.174 -0.926 -0.10 0.34 0.52
C -3.935 -4.022 -0.226 0.01 -0.10 -0.02
C 1.275 -2.804 -1.879 0.02 -0.11 0.32
C -3.040 -3.249 -0.945 0.08 0.02 -0.13
C -3.608 3.978 5.415 -0.11 0.18 0.38
C -3.750 2.934 -2.351 0.09 -0.01 0.02
C -5.002 -3.436 0.433 0.03 0.00 0.03
C -3.203 -1.868 -1.024 0.13 0.22 0.10
C -4.118 0.309 -3.235 0.10 0.14 0.08
C -4.947 1.325 -3.676 -0.10 -0.11 -0.03
C 2.442 -1.883 -4.128 0.05 -0.23 0.19
C -1.747 -2.507 -3.999 0.02 0.14 0.15
C 2.307 -3.254 -3.981 -0.06 0.31 0.00
C 2.670 0.363 2.407 0.58 -0.19 0.14
C -4.295 -1.292 -0.372 0.01 0.02 -0.14
C -0.488 2.192 4.477 0.89 -0.42 -0.06
C -2.208 -2.403 3.980 -0.05 0.26 -0.11
C 4.752 -0.873 1.061 -0.49 0.44 0.74
C -0.967 -2.773 3.497 0.17 -0.02 -0.14
C -3.110 0.594 -2.320 -0.10 0.20 0.02
C 3.469 -0.665 0.516 0.10 0.08 0.09
C -2.936 1.911 -1.895 0.10 -0.51 -0.06
C -0.535 -1.815 -5.956 -0.01 0.01 -0.06
C 1.707 -3.724 -2.828 -0.12 -0.05 0.34
C 6.790 -2.869 -1.322 0.37 -0.20 0.04
C -0.286 -0.579 -5.377 -0.21 0.06 -0.02
C -1.488 -1.281 -3.405 0.07 0.00 0.19
C 7.767 -2.851 -0.374 -0.11 0.09 0.10
C -1.811 2.053 -0.939 -0.86 0.98 -0.60
C -2.398 -0.923 2.114 -0.16 -0.03 0.02
C -5.183 -2.066 0.349 -0.12 -0.07 0.03
C 0.750 2.083 5.096 -0.49 -0.02 -0.50
C -0.760 -0.316 -4.108 -0.07 -0.08 -0.07
H 3.258 -1.018 -0.485 -0.03 0.01 -0.01
H 4.765 -2.093 -1.549 -0.22 0.06 -0.12
H -3.583 3.939 -1.999 -0.02 0.17 -0.02
H -2.214 -3.737 -1.444 -0.10 0.06 0.06
H -3.081 3.004 3.532 -0.04 -0.08 -0.23
H 0.900 2.502 6.081 0.12 0.04 0.06
H -0.359 -3.521 3.988 -0.03 -0.01 -0.02
H 2.060 0.018 -3.242 0.01 -0.12 0.02
H 3.250 1.759 6.008 0.06 0.00 0.13
H -5.436 3.410 -3.576 -0.05 0.05 -0.04
H -0.567 0.656 -3.661 0.01 -0.02 0.00
H -5.687 -4.041 1.005 -0.10 -0.08 0.03
H -4.249 -0.704 -3.591 -0.05 -0.04 -0.06
H 5.107 0.672 4.790 0.06 0.03 0.12
H 0.269 0.181 -5.911 0.03 0.02 -0.04
H -2.938 -0.191 1.534 -0.04 0.13 0.02
H -6.023 -1.600 0.843 -0.08 0.06 0.05
H 2.883 -1.450 -5.009 0.07 0.06 -0.14
H -1.474 -3.725 -5.732 0.00 -0.09 -0.06
H 8.735 -3.309 -0.415 0.21 -0.09 -0.03
H -5.744 1.098 -4.368 -0.07 -0.01 -0.08
H -1.595 1.580 2.720 0.01 0.04 0.00
H -4.588 4.336 5.163 -0.20 0.07 -0.02
H -3.793 -5.091 -0.185 0.00 -0.14 0.02
H -3.417 4.721 7.468 -0.11 0.14 0.18
H -3.923 -1.168 3.596 -0.12 0.07 0.00
H -0.168 -2.025 -6.948 0.05 -0.06 -0.16
H -2.598 -2.847 4.882 -0.06 -0.04 0.10
H 6.890 -3.371 -2.265 0.06 -0.10 -0.20
H -2.344 -3.249 -3.490 -0.04 -0.09 0.04
H -4.451 -0.224 -0.431 -0.02 0.06 0.02
H 1.563 -4.778 -2.644 0.06 -0.05 -0.03
H 2.648 -3.938 -4.744 0.03 -0.05 -0.06
H 5.941 -0.477 2.811 0.07 0.01 0.06
```
Forces are in eV/Å.

Output
Orbital gap (eV): 7.1
Charge: +1
Highest occupied orbital energy (eV): -10.2

***

Record 2
Entry from the OMol25 dataset: 2 unconnected molecules or ions with the total composition C5H12N2O2 at a distorted geometry (ωB97M-V with the def2-TZVPD basis set).

Structure (XYZ):
```
21
Properties=species:S:1:pos:R:3:forces:R:3
O 1.613 -1.401 -0.690 -0.57 0.42 -0.27
O 0.770 1.521 -0.292 -1.98 -1.27 1.12
N -1.475 1.516 0.495 1.52 -0.11 -0.18
N -0.235 -0.933 0.580 1.23 -0.89 -0.88
C -0.373 -0.766 -1.921 0.10 0.18 0.08
C 0.451 -1.057 -0.703 0.10 -0.59 1.27
C 2.101 1.688 0.163 0.13 -0.45 0.21
C -0.265 1.152 0.744 0.35 3.75 -0.97
C -1.524 -1.610 0.757 0.07 0.48 -0.30
H -1.185 -0.076 -1.691 -0.02 -0.09 0.05
H 0.440 -1.172 1.303 -0.08 -0.19 -0.22
H -2.313 -0.921 0.461 -0.16 0.16 0.07
H 2.596 2.439 -0.459 -0.31 -0.01 0.00
H 0.278 -0.302 -2.663 -0.05 -0.20 0.03
H -1.597 -2.502 0.134 0.03 -0.06 0.12
H -1.655 -1.879 1.805 0.03 0.04 -0.12
H 0.226 1.239 1.726 -0.09 -0.45 -0.17
H -0.771 -1.708 -2.308 0.01 0.11 -0.04
H 2.666 0.754 0.057 -0.05 0.07 0.17
H -1.888 1.982 1.299 -0.20 -0.79 0.14
H 2.141 2.036 1.204 -0.04 -0.08 -0.10
```
Forces are in eV/Å.

Output
Orbital gap (eV): 9.7
Charge: 0
Structure (SMILES): [H]/N=C/OC.CNC(C)=O
Highest occupied orbital energy (eV): -8.9

***

Record 3
Entry from the OMol25 dataset: a molecular structure, C48H67AsGeINPS5SbSc at a distorted geometry (ωB97M-V with the def2-TZVPD basis set).

Structure (XYZ):
```
127
Properties=species:S:1:pos:R:3:forces:R:3
I 3.754 0.021 -0.513 -0.04 0.07 -0.12
Sb 0.683 -4.020 -0.067 0.04 0.05 0.07
As 2.308 1.095 5.072 0.00 -0.04 0.07
Ge -2.153 -0.027 -0.024 -0.56 0.02 -0.09
Sc 0.551 0.467 -0.291 0.69 0.57 0.47
S 2.288 0.478 2.688 0.23 0.20 0.11
S 0.825 -2.042 -1.187 -0.01 -0.55 -0.32
S 0.723 -0.701 2.198 0.08 0.43 -0.19
S 3.531 2.721 5.401 -0.04 -0.04 -0.04
S 3.551 -0.529 3.995 -0.10 -0.09 -0.01
P 1.119 3.846 0.288 -0.13 0.20 0.08
N 1.064 2.290 0.319 -0.33 -0.37 -0.46
C 2.900 4.462 0.280 0.09 -0.19 -0.02
C -0.996 3.689 2.097 0.00 0.12 0.04
C -3.219 0.859 1.425 -0.10 0.04 0.01
C -3.107 -6.188 0.214 0.02 0.00 -0.08
C 3.488 -4.827 -0.885 -0.03 -0.05 -0.08
C 0.191 -3.667 2.926 0.07 -0.24 0.07
C 4.829 0.201 -3.269 -0.02 0.01 -0.24
C -5.355 2.201 1.870 0.05 -0.05 0.10
C 0.010 0.353 -4.757 -0.03 0.00 0.04
C 3.718 3.612 1.274 0.05 0.01 -0.04
C -1.238 4.278 -1.089 0.02 0.08 -0.07
C -1.661 -4.872 -1.770 -0.09 -0.14 0.09
C 3.662 0.326 -5.365 -0.01 -0.01 -0.04
C 4.126 -6.653 -2.318 -0.04 0.03 0.02
C 0.246 4.555 1.817 0.08 -0.24 0.08
C 1.339 -4.813 4.703 0.01 0.01 -0.05
C 1.203 0.343 -5.415 0.08 0.01 0.01
C 1.117 0.349 -2.562 0.16 0.01 0.35
C 4.841 0.277 -4.681 0.02 0.01 0.10
C 0.267 4.560 -1.255 -0.08 -0.19 0.03
C 1.185 4.324 3.013 -0.05 0.04 -0.01
C -0.016 0.370 -3.343 -0.09 0.02 -0.13
C 3.461 4.146 -1.119 0.03 0.05 -0.01
C 3.117 5.949 0.578 0.07 -0.03 0.02
C 0.726 3.767 -2.493 -0.04 0.12 -0.10
C 4.470 -5.541 -1.557 -0.02 -0.03 0.00
C -3.822 -2.471 0.751 0.10 0.07 -0.01
C 3.636 0.204 -2.604 -0.05 -0.03 0.15
C -4.740 0.962 1.214 0.13 0.05 0.05
C -3.627 -6.070 -1.069 0.05 0.01 0.02
C -2.905 -5.416 -2.061 0.06 0.00 0.05
C -1.137 -4.999 -0.483 -0.06 -0.04 -0.05
C -5.136 2.249 3.381 -0.02 -0.02 -0.03
C 2.157 -5.235 -0.965 0.00 -0.06 -0.07
C 1.959 -5.239 2.415 -0.11 0.04 0.10
C 0.981 -4.342 1.997 -0.07 0.11 0.02
C 2.799 -7.052 -2.409 0.02 0.05 0.04
C -1.858 -5.653 0.510 0.05 -0.05 -0.13
C -2.437 -1.991 0.305 -0.10 -0.05 0.05
C 2.419 0.325 -4.682 0.01 -0.01 0.03
C 1.811 -6.344 -1.734 0.12 0.00 0.09
C -4.854 -2.456 -0.371 -0.01 0.02 0.06
C 0.472 6.052 -1.534 -0.03 -0.04 -0.08
C 2.368 0.293 -3.255 0.09 0.03 -0.16
C 2.135 -5.472 3.775 -0.02 0.03 -0.02
C -6.254 -2.827 0.111 0.03 -0.01 -0.02
C -0.139 6.035 1.776 -0.02 -0.02 0.09
C 0.372 -3.908 4.281 -0.01 -0.05 -0.04
H -0.145 6.325 -2.399 0.02 0.00 0.03
H -2.983 0.365 2.375 -0.01 0.04 -0.01
H 2.583 -5.752 1.692 -0.01 0.00 0.02
H -4.533 -3.153 -1.154 -0.01 0.07 0.02
H -5.691 3.071 3.840 0.03 -0.01 0.00
H -4.868 -1.459 -0.821 -0.01 -0.04 -0.03
H -3.321 -5.307 -3.056 0.02 -0.02 0.04
H -1.699 4.913 -0.335 -0.01 0.01 0.01
H 2.531 -7.912 -3.011 0.01 0.02 0.02
H -6.964 -2.885 -0.719 0.02 0.01 0.05
H -0.993 0.400 -2.865 -0.06 -0.01 0.00
H -1.853 3.963 1.486 0.00 -0.01 -0.04
H 0.701 6.680 1.515 -0.03 -0.01 0.03
H 5.761 0.138 -2.721 -0.03 0.00 -0.03
H 3.185 3.141 -1.448 0.04 0.04 0.04
H 0.183 6.695 -0.706 -0.02 0.02 0.02
H 4.776 3.651 0.988 -0.07 0.05 0.03
H 1.479 -4.999 5.762 0.01 0.03 -0.05
H 3.644 3.957 2.303 -0.02 0.00 -0.01
H -0.542 -2.938 2.603 0.00 -0.19 0.10
H 3.655 0.367 -6.451 0.00 -0.01 0.09
H 1.602 3.319 3.006 -0.01 -0.02 0.00
H -0.776 2.636 1.928 0.04 -0.02 0.02
H 0.616 4.435 3.940 0.01 0.04 -0.03
H -6.629 -2.083 0.821 0.03 -0.07 -0.03
H -4.964 0.990 0.143 0.00 -0.02 0.02
H 5.790 0.285 -5.207 -0.05 -0.01 0.02
H -6.429 2.233 1.658 -0.01 0.01 -0.02
H -5.244 0.074 1.615 0.03 0.00 -0.07
H 4.554 4.196 -1.081 -0.02 0.03 0.01
H -4.185 -1.844 1.574 0.03 -0.07 0.01
H 1.507 6.274 -1.797 -0.06 0.00 -0.02
H -1.112 -4.323 -2.529 -0.03 0.01 0.03
H -4.079 2.381 3.621 -0.04 -0.03 0.00
H 2.900 -6.164 4.107 -0.02 0.01 -0.01
H 2.006 5.037 3.052 0.02 -0.01 0.00
H -2.812 1.870 1.511 -0.04 -0.02 0.01
H -2.141 -2.508 -0.613 -0.04 0.07 0.05
H -1.286 3.811 3.147 0.00 0.05 -0.07
H -0.957 6.237 1.085 0.01 0.00 -0.01
H -5.467 1.316 3.850 0.01 0.06 -0.03
H 2.539 6.606 -0.070 0.04 -0.02 0.02
H 3.405 2.569 1.240 0.01 0.06 -0.04
H -1.741 4.478 -2.041 0.03 0.01 0.04
H 4.894 -7.204 -2.848 -0.02 0.02 0.01
H -0.920 0.348 -5.315 0.01 0.02 0.02
H 0.957 2.736 -2.251 -0.02 -0.07 0.01
H -3.753 -3.495 1.146 -0.06 0.03 0.01
H 3.124 4.864 -1.867 0.04 -0.03 0.04
H 1.602 4.208 -2.968 -0.07 -0.02 0.00
H -3.678 -6.685 0.989 0.01 0.01 -0.02
H 3.758 -3.940 -0.319 -0.02 -0.02 -0.04
H 2.885 6.201 1.613 0.01 -0.02 -0.02
H 0.774 -6.655 -1.809 0.03 0.01 0.00
H -1.457 -5.738 1.515 -0.01 0.03 -0.02
H -1.694 -2.279 1.061 -0.01 0.03 -0.01
H -4.606 -6.478 -1.293 0.03 0.02 0.01
H 1.245 0.338 -6.500 0.02 0.02 0.04
H -0.232 -3.377 5.006 0.03 -0.01 -0.04
H -3.180 0.204 -1.208 0.13 0.03 -0.08
H -4.913 3.093 1.413 -0.04 0.00 0.01
H -6.250 -3.799 0.618 0.00 0.06 -0.03
H -0.079 3.750 -3.236 0.04 0.04 0.04
H 5.504 -5.220 -1.497 -0.05 -0.02 0.00
H 4.177 6.178 0.420 -0.02 0.01 0.02
H -1.424 3.235 -0.826 0.01 -0.03 0.00
H -0.479 6.327 2.776 0.00 0.00 -0.05
```
Forces are in eV/Å.

Output
Orbital gap (eV): 6.8
Charge: -1
Highest occupied orbital energy (eV): -4.7

***

Record 4
Entry from the OMol25 dataset: 15 unconnected molecules or ions with the total composition H30O15 at a distorted geometry (ωB97M-V with the def2-TZVPD basis set).

Structure (XYZ):
```
45
Properties=species:S:1:pos:R:3:forces:R:3
O 0.290 0.894 3.268 0.24 -0.87 1.95
O -1.339 0.577 -3.083 0.08 -0.63 -0.01
O 1.362 -2.527 -1.292 0.60 -0.16 -0.95
O -2.510 -1.975 -1.489 -1.05 0.02 0.79
O 1.633 0.311 -2.235 -1.00 1.62 -1.31
O 2.801 1.962 -0.557 -0.40 1.12 1.88
O 2.534 0.395 1.874 0.35 0.39 1.45
O -0.711 -4.352 -0.486 1.10 -2.10 0.55
O -2.710 0.436 -0.236 0.03 -0.48 -0.16
O -1.304 2.428 1.434 -0.69 1.29 2.21
O 0.009 -0.281 0.093 2.04 0.11 0.83
O 0.222 -2.259 1.978 -0.37 -2.46 1.60
O -0.288 2.142 -1.034 0.33 -1.52 -1.06
O -2.194 -0.688 2.225 -1.95 0.11 0.67
O 1.353 3.446 1.385 -0.57 0.90 -2.40
H 1.590 3.217 2.245 0.53 -0.79 2.26
H -1.842 -2.184 -2.112 0.70 -0.80 -1.01
H 1.516 -0.422 -1.656 -0.46 -0.97 1.15
H -2.718 -0.334 -0.820 -0.35 0.39 -0.11
H 1.137 0.746 2.881 1.64 -1.00 0.23
H -2.597 -0.013 0.626 -0.14 0.66 0.29
H -3.302 -2.509 -1.660 0.45 0.21 -0.11
H 0.916 -2.493 2.629 -0.51 0.97 -0.99
H -0.673 -0.662 -0.413 -1.57 -0.59 -0.73
H -1.036 3.332 1.714 -0.10 -1.03 -0.38
H 1.663 -3.421 -1.026 -0.11 0.69 -0.33
H 1.755 -2.334 -2.179 -0.36 -0.65 1.05
H -0.342 3.067 -1.066 0.16 2.23 0.04
H -2.490 -0.755 3.154 0.39 0.16 -0.86
H 3.690 2.158 -0.757 1.67 0.70 -0.16
H -0.832 0.857 -3.844 0.15 0.18 -0.51
H -0.936 2.299 0.583 0.22 -0.22 -1.23
H 2.453 -0.236 1.190 -0.30 -1.10 -1.20
H -0.797 1.834 -1.805 -0.55 -0.25 0.45
H -1.237 -0.392 -3.102 -0.19 0.66 0.17
H 0.365 -1.521 1.421 1.13 1.50 -0.66
H 2.565 1.334 -1.204 -0.93 -1.55 -1.60
H 1.514 2.683 0.811 0.25 0.21 0.19
H 2.969 1.134 1.466 0.34 0.56 -0.49
H -1.614 -4.386 -0.711 -1.56 0.10 -0.25
H 0.032 0.645 -0.170 -0.30 0.15 0.36
H 0.007 1.421 2.567 -2.36 1.77 -1.75
H -0.396 -3.498 -0.671 0.44 1.87 -0.19
H 0.800 0.865 -2.130 1.61 -1.04 -0.02
H -1.286 -0.932 2.214 1.36 -0.37 0.38
```
Forces are in eV/Å.

Output
Orbital gap (eV): 9.2
Charge: 0
Highest occupied orbital energy (eV): -9.8